Entry 1:
The following is a quantum chemistry calculation of 3 unconnected molecules or ions with the total composition C24H51ClIN7O4P2 at a distorted geometry, from the OMol25 dataset.

The energy relative to the best compared isomer or geometry (same formula, charge and spin) comes out at 768.7 kJ/mol. For the molecular weight, the calculation gives 726.0 g/mol. The value obtained for the calculated total energy is -3069.62578 hartree. The LUMO energy comes out at -1.09 eV. The total charge is 0.

Each line ends with the Löwdin charge.
Element x y z (Å)
N: -0.093 -1.044 4.135  0.10
C: -0.622 0.251 3.716  -0.16
C: -2.005 0.556 3.569  -0.07
C: -3.051 -0.627 3.844  -0.14
C: -3.683 -1.060 2.428  -0.26
C: -2.622 -1.885 1.524  -0.51
Cl: -3.262 -1.786 -0.218  0.50
C: -2.522 2.005 3.129  -0.21
O: -3.738 2.146 2.848  0.04
C: -1.509 3.247 3.017  -0.09
C: -2.093 4.726 2.758  -0.17
C: -1.731 5.238 1.284  -0.28
C: -0.848 6.571 1.221  -0.63
I: 0.749 6.696 2.691  0.75
C: -0.143 2.935 3.128  0.05
C: 0.385 1.448 3.397  -0.22
O: 1.630 1.248 3.389  0.03
H: 0.914 -0.944 4.355  0.07
H: -0.532 -1.269 5.049  0.10
H: -2.570 -1.561 4.284  0.10
H: -3.861 -0.301 4.594  0.13
H: -4.661 -1.647 2.573  0.12
H: -3.953 -0.137 1.806  0.09
H: -2.520 -2.968 1.850  0.08
H: -1.631 -1.320 1.545  0.07
H: -1.846 5.452 3.595  0.09
H: -3.236 4.590 2.787  0.11
H: -2.725 5.489 0.757  0.12
H: -1.254 4.425 0.626  0.12
H: -1.467 7.538 1.233  0.06
H: -0.336 6.571 0.190  0.05
H: 0.657 3.733 3.048  0.05
O: 2.149 -3.169 2.897  -0.32
P: 3.591 -3.576 2.543  0.76
N: 4.018 -1.982 2.018  -0.30
C: 5.031 -1.614 1.039  -0.14
C: 4.007 -0.968 3.072  -0.15
N: 3.076 -4.508 1.176  -0.36
C: 3.147 -4.007 -0.186  -0.14
C: 1.821 -5.243 1.343  -0.15
N: 5.258 -4.112 2.232  -0.27
C: 5.477 -5.524 1.860  -0.13
C: 6.080 -3.898 3.447  -0.14
H: 6.052 -1.725 1.424  0.07
H: 4.910 -0.564 0.750  0.09
H: 4.956 -2.169 0.111  0.05
H: 4.957 -0.941 3.622  0.07
H: 3.215 -1.146 3.801  0.05
H: 3.826 0.028 2.658  0.07
H: 2.627 -3.050 -0.302  0.09
H: 2.709 -4.716 -0.895  0.08
H: 4.185 -3.914 -0.509  0.06
H: 0.948 -4.598 1.182  0.08
H: 1.750 -5.677 2.342  0.07
H: 1.759 -6.076 0.635  0.08
H: 4.972 -6.206 2.552  0.09
H: 6.545 -5.765 1.859  0.08
H: 5.141 -5.739 0.846  0.07
H: 5.739 -4.527 4.274  0.08
H: 6.036 -2.859 3.780  0.06
H: 7.134 -4.112 3.252  0.08
O: -3.382 3.475 -4.076  -0.31
P: -2.349 2.429 -4.531  0.76
N: -3.330 1.891 -5.854  -0.31
C: -3.334 0.575 -6.475  -0.14
C: -3.552 2.892 -6.898  -0.15
N: -2.644 1.420 -3.155  -0.35
C: -3.493 0.242 -3.213  -0.14
C: -2.897 2.119 -1.894  -0.15
N: -1.072 1.299 -5.036  -0.27
C: -0.173 0.756 -3.997  -0.13
C: -0.178 1.968 -6.011  -0.14
H: -2.450 0.400 -7.101  0.07
H: -4.211 0.466 -7.122  0.08
H: -3.410 -0.239 -5.763  0.05
H: -2.736 2.904 -7.631  0.06
H: -3.636 3.900 -6.486  0.07
H: -4.487 2.699 -7.434  0.08
H: -4.494 0.470 -3.597  0.09
H: -3.607 -0.215 -2.226  0.00
H: -3.027 -0.540 -3.816  0.06
H: -3.939 2.458 -1.819  0.08
H: -2.243 2.988 -1.789  0.06
H: -2.692 1.468 -1.038  0.07
H: 0.237 1.549 -3.364  0.09
H: 0.662 0.213 -4.450  0.08
H: -0.673 0.023 -3.364  0.07
H: 0.359 2.803 -5.552  0.08
H: -0.739 2.362 -6.861  0.06
H: 0.550 1.265 -6.425  0.08

---

Entry 2:
The following is a quantum chemistry calculation of 7 unconnected molecules or ions with the total composition C24H52BrF4N8O6 at a distorted geometry, from the OMol25 dataset.

For the molecular weight, the calculation gives 704.6 g/mol. The value obtained for the calculated total energy is -4808.39795 hartree. The LUMO energy comes out at -2.52 eV. The total charge is +1.

Each line ends with the Löwdin charge.
Element x y z (Å)
F: -5.148 3.735 -1.710  0.14
C: -3.910 3.342 -1.951  -0.31
F: -3.743 3.222 -3.268  0.10
C: -3.697 1.937 -1.267  -0.43
F: -4.621 1.804 -0.342  0.15
F: -3.920 1.001 -2.219  0.13
C: -2.287 1.801 -0.664  -0.16
C: -2.349 1.330 0.794  -0.12
N: -1.028 1.081 1.386  -0.01
C: 0.090 1.410 0.500  -0.23
C: -0.058 0.877 -0.931  -0.57
Br: 0.737 2.161 -2.162  0.85
N: -1.494 0.744 -1.358  0.08
H: -3.228 4.109 -1.576  0.17
H: -1.805 2.767 -0.790  0.14
H: -2.985 1.965 1.402  0.15
H: -2.872 0.361 0.754  0.12
H: -0.971 1.709 2.183  0.07
H: 0.176 2.501 0.426  0.09
H: 1.036 1.086 0.921  0.13
H: 0.432 -0.084 -1.059  0.10
H: -1.582 0.784 -2.377  0.16
H: -1.864 -0.137 -0.985  0.19
C: -5.519 -1.335 2.760  -0.34
O: -5.568 -0.146 3.037  -0.01
N: -5.671 -1.837 1.518  -0.19
C: -5.600 -3.262 1.243  -0.05
C: -5.916 -0.913 0.426  -0.04
H: -5.339 -2.108 3.522  0.12
H: -4.788 -3.456 0.537  0.09
H: -6.545 -3.594 0.809  0.09
H: -5.414 -3.820 2.159  0.06
H: -5.091 -0.210 0.359  0.05
H: -6.831 -0.351 0.615  0.10
H: -6.011 -1.460 -0.510  0.09
C: -4.305 -4.889 5.301  -0.33
O: -4.693 -4.291 4.311  -0.01
N: -3.338 -4.456 6.127  -0.19
C: -2.921 -5.216 7.291  -0.05
C: -2.694 -3.186 5.842  -0.04
H: -4.731 -5.859 5.602  0.14
H: -3.082 -4.623 8.193  0.09
H: -1.862 -5.463 7.208  0.09
H: -3.494 -6.137 7.368  0.09
H: -3.438 -2.388 5.838  0.09
H: -2.225 -3.224 4.857  0.09
H: -1.940 -2.976 6.597  0.08
C: 3.481 -1.015 -3.222  -0.35
O: 2.504 -0.694 -2.553  -0.06
N: 4.512 -0.218 -3.510  -0.18
C: 5.644 -0.673 -4.315  -0.04
C: 4.508 1.143 -3.009  -0.04
H: 3.585 -2.024 -3.650  0.14
H: 6.551 -0.587 -3.738  0.06
H: 5.720 -0.046 -5.207  0.10
H: 5.510 -1.706 -4.617  0.09
H: 4.459 1.135 -1.918  0.09
H: 3.633 1.672 -3.388  0.06
H: 5.411 1.658 -3.328  0.09
C: -0.999 2.404 4.773  -0.33
O: -1.313 2.997 3.747  -0.02
N: -0.073 2.821 5.640  -0.19
C: 0.251 2.073 6.843  -0.04
C: 0.632 4.066 5.371  -0.03
H: -1.475 1.455 5.068  0.14
H: 0.059 2.691 7.721  0.10
H: 1.305 1.791 6.826  0.09
H: -0.356 1.172 6.904  0.08
H: -0.084 4.886 5.309  0.10
H: 1.155 3.994 4.418  0.09
H: 1.347 4.267 6.165  0.09
C: -0.711 3.544 -7.567  -0.35
O: -0.254 3.351 -8.672  0.03
N: -1.268 2.590 -6.785  -0.20
C: -1.796 2.885 -5.471  -0.08
C: -1.334 1.228 -7.288  -0.04
H: -0.710 4.544 -7.096  0.13
H: -1.258 2.290 -4.724  0.05
H: -2.857 2.634 -5.437  0.08
H: -1.674 3.941 -5.238  0.09
H: -0.327 0.865 -7.501  0.09
H: -1.910 1.204 -8.213  0.10
H: -1.805 0.582 -6.550  0.08
C: 8.221 -2.713 -2.744  -0.33
O: 7.901 -2.141 -3.773  -0.02
N: 9.229 -2.338 -1.938  -0.20
C: 9.558 -3.065 -0.726  -0.05
C: 10.013 -1.167 -2.296  -0.03
H: 7.692 -3.612 -2.385  0.14
H: 9.465 -2.403 0.137  0.09
H: 10.583 -3.433 -0.785  0.09
H: 8.886 -3.911 -0.597  0.08
H: 9.364 -0.293 -2.356  0.09
H: 10.476 -1.319 -3.272  0.10
H: 10.785 -0.996 -1.550  0.09

---

| no. | Kohn-Sham gap (eV) |
| --- | --- |
| 1 | 6.71 |
| 2 | 8.32 |